1.
# C4H7F

2 unconnected molecules or ions with the total composition C4H7F in a non-equilibrium geometry (ωB97M-V with the def2-TZVPD basis set, OMol25).

Geometry as XYZ:
```
12
Properties=species:S:1:pos:R:3
C -0.3328 1.2708 0.5426
C -1.3636 0.9853 1.2232
F -1.8067 1.6728 2.3600
H 0.3127 2.1871 0.4703
H -0.6558 0.8013 -0.4246
H -1.9905 0.1448 1.2023
C 1.2952 -0.7933 -0.4445
C 0.5905 -1.3977 -1.3589
H 2.3895 -0.8399 -0.5433
H 0.8632 -0.1617 0.3055
H 1.1564 -2.1533 -2.0428
H -0.4581 -1.7161 -1.2897
```

For the energy relative to the best compared isomer or geometry (same formula, charge and spin), the calculation gives 63.4 kcal per mole. For the frontier orbital gap, the calculation gives 0.409 Ha. The total energy comes out at -256.34275 Ha. As for the HOMO energy: -10.0672 eV. For the molecular weight, the calculation gives 74.1 g mol⁻¹. The multiplicity is 1. The LUMO energy is 1.0654 eV.

Löwdin atomic charge list, values in e, 5 entries: C -0.040; C -0.195; F -0.045; H 0.119; H 0.089

---

2.
# C4H7F2NO

2 unconnected molecules or ions with the total composition C4H7F2NO in a non-equilibrium geometry (ωB97M-V with the def2-TZVPD basis set, OMol25).

Geometry as XYZ:
```
15
Properties=species:S:1:pos:R:3
C -1.1920 0.6481 1.4253
C 0.9903 -0.4319 -2.1155
C 0.0689 0.1498 -0.9980
C -0.0296 -0.8308 0.1441
N -0.6925 0.7892 2.6746
O -1.9296 1.3060 0.7801
F -0.8032 -2.0161 -0.0122
F 1.0872 -1.2935 0.7439
H 1.8708 -0.8693 -1.7145
H 1.3186 0.4770 -2.6067
H 0.5821 -1.2369 -2.7487
H 0.6894 1.0914 -0.6036
H -0.8728 0.5087 -1.3567
H 0.0445 0.2257 3.0174
H -1.1322 1.4826 3.3705
```

For the energy relative to the best compared isomer or geometry (same formula, charge and spin), the calculation gives 55.5 kcal per mole. For the frontier orbital gap, the calculation gives 0.327 Ha. The total energy comes out at -486.26106 Ha. As for the HOMO energy: -8.3265 eV. For the molecular weight, the calculation gives 123.1 g mol⁻¹. The multiplicity is 1. The LUMO energy is 0.5657 eV.

Löwdin atomic charge list, values in e, 5 entries: C -0.375; C -0.092; C -0.181; C -0.306; N 0.123

---

3.
# C4H7F2P

2 unconnected molecules or ions with the total composition C4H7F2P in a non-equilibrium geometry (ωB97M-V with the def2-TZVPD basis set, OMol25).

Geometry as XYZ:
```
14
Properties=species:S:1:pos:R:3
C -1.5928 0.5431 -0.7015
C -1.5444 -0.1856 0.5085
C -0.6301 0.9720 0.3055
C 2.0548 0.1064 0.0585
F 2.4138 0.8047 -0.9792
F 2.5706 0.7329 1.1127
P 2.0166 -1.6378 -0.0251
H -1.2984 0.2397 -1.6813
H -2.5139 1.0884 -0.7315
H -2.3393 0.0074 1.1982
H -1.1076 -1.1187 0.5249
H -0.3456 1.8925 0.8826
H 1.3634 -1.6033 -1.3721
H 0.9530 -1.8417 0.8996
```

For the energy relative to the best compared isomer or geometry (same formula, charge and spin), the calculation gives 86.1 kcal per mole. For the frontier orbital gap (alpha / beta), the calculation gives 0.324 / 0.296 Ha. The total energy comes out at -697.47005 Ha. As for the HOMO energy (alpha / beta): -8.2567 / -7.5753 eV. For the molecular weight, the calculation gives 124.1 g mol⁻¹. The multiplicity is 1. The LUMO energy (alpha / beta) is 0.5587 / 0.4898 eV.

Löwdin atomic charge list, values in e, 5 entries: C -0.224; C -0.208; C -0.049; C -0.760; F 0.047

---

4.
# C4H7F6IrN3O5S2

A molecular structure, C4H7F6IrN3O5S2 (ωB97M-V with the def2-TZVPD basis set, OMol25).

Geometry as XYZ:
```
28
Properties=species:S:1:pos:R:3
Ir -0.3720 -0.9649 0.8745
F 3.2626 0.4117 -1.9215
C 2.0556 0.8194 -2.2745
F 1.6685 1.8093 -1.4727
F 2.0515 1.2287 -3.5251
S 0.8723 -0.5883 -2.1002
O 1.0291 -0.9671 -0.6641
O 1.2466 -1.5770 -3.0356
N -0.5270 0.0552 -2.3808
S -1.5415 0.4564 -1.2758
O -2.5759 -0.5069 -1.0414
O -0.8625 0.8778 -0.0078
C -2.2638 2.0293 -1.9262
F -3.1311 2.4683 -1.0329
F -1.2914 2.9051 -2.0939
F -2.8624 1.7728 -3.0686
N -1.4757 -1.6403 2.4601
N -0.4818 -2.6101 2.1020
H -1.2792 -1.2395 3.3775
H -2.4300 -1.9832 2.3783
H -0.8729 -3.5048 1.8181
H 0.2201 -2.6988 2.8371
C 1.7877 0.8836 1.7086
C 0.8893 -0.2052 2.2082
O 0.8683 -0.6424 3.3268
H 2.3327 1.3032 2.5510
H 1.2020 1.6469 1.1986
H 2.4809 0.4607 0.9803
```

For the energy relative to the best compared isomer or geometry (same formula, charge and spin), the calculation gives 0.0 kcal per mole. For the frontier orbital gap, the calculation gives 0.368 Ha. The charge is +1. The total energy comes out at -2196.66762 Ha. As for the HOMO energy: -13.9639 eV. For the molecular weight, the calculation gives 547.5 g mol⁻¹. The multiplicity is 1. The LUMO energy is -3.9594 eV.

Löwdin atomic charge list, values in e, 5 entries: Ir 1.294; F 0.177; C -0.684; F 0.149; F 0.191

---

5.
# C4H7FI2

2 unconnected molecules or ions with the total composition C4H7FI2 in a non-equilibrium geometry (ωB97M-V with the def2-TZVPD basis set, OMol25).

Geometry as XYZ:
```
14
Properties=species:S:1:pos:R:3
C -1.2625 0.0156 2.2616
C -1.4847 -0.1585 0.7865
F -0.9339 0.6667 -0.0215
I -1.1662 -2.2399 -0.0335
H -0.2854 -0.0324 2.5891
H -1.6592 1.0702 2.4446
H -1.9968 -0.6812 2.6863
H -2.5113 0.0680 0.8051
C 1.8567 -1.4223 -2.2712
C 1.8513 -0.3950 -1.4458
I 3.1598 -0.2396 0.2672
H 2.3603 -2.4406 -2.0820
H 1.2608 -1.4098 -3.1602
H 1.3435 0.6126 -1.6718
```

For the energy relative to the best compared isomer or geometry (same formula, charge and spin), the calculation gives 25.6 kcal per mole. For the frontier orbital gap, the calculation gives 0.346 Ha. The total energy comes out at -851.78466 Ha. As for the HOMO energy: -9.0843 eV. For the molecular weight, the calculation gives 327.9 g mol⁻¹. The multiplicity is 1. The LUMO energy is 0.3236 eV.

Löwdin atomic charge list, values in e, 5 entries: C -0.107; C -0.823; F -0.016; I 0.688; H 0.042

---

6.
# C4H7FN2

C4H7FN2 in the gas phase in a non-equilibrium geometry (ωB97M-V with the def2-TZVPD basis set, OMol25).

Geometry as XYZ:
```
14
Properties=species:S:1:pos:R:3
C 1.4517 0.9312 0.0608
C 0.3960 0.4083 -0.8060
C 1.6772 0.4367 1.2981
C -1.6949 -0.5708 -0.9025
N -0.1791 -0.9882 0.8957
N -0.4053 -0.4271 -0.2350
F 2.6337 1.1938 2.1375
H 1.9522 1.8044 -0.2170
H 0.2422 0.8465 -1.7776
H 1.2067 -0.3910 1.8233
H -1.6124 -0.3001 -2.0358
H -1.9724 -1.6382 -0.7989
H -2.5843 0.0573 -0.5722
H -1.1114 -1.3629 1.1296
```

For the energy relative to the best compared isomer or geometry (same formula, charge and spin), the calculation gives 80.2 kcal per mole. For the frontier orbital gap, the calculation gives 0.320 Ha. The total energy comes out at -365.85076 Ha. As for the HOMO energy: -8.0381 eV. For the molecular weight, the calculation gives 102.1 g mol⁻¹. The multiplicity is 1. The LUMO energy is 0.6769 eV.

Löwdin atomic charge list, values in e, 5 entries: C -0.056; C -0.106; C -0.042; C -0.038; N 0.049

---

7.
# C4H7FN2O

C4H7FN2O in the gas phase in a non-equilibrium geometry (ωB97M-V with the def2-TZVPD basis set, OMol25).

Geometry as XYZ:
```
15
Properties=species:S:1:pos:R:3
N -2.5137 -1.2901 0.4059
C -1.4584 -0.8771 -0.4763
C -1.0482 0.5281 -0.1430
F -2.0000 1.5687 -0.2762
C 0.1441 0.8776 0.3499
N 1.2831 -0.0600 0.3898
C 2.7598 0.2668 -0.0242
O 3.5169 -0.6770 -0.2485
H -3.0783 -2.0009 -0.1125
H -2.4454 -1.3956 1.6231
H -0.5958 -1.5735 -0.4544
H -1.8894 -1.1749 -1.5523
H 0.2696 1.8363 0.8702
H 1.0542 -0.9120 -0.0378
H 2.7818 1.1969 0.3293
```

For the energy relative to the best compared isomer or geometry (same formula, charge and spin), the calculation gives 90.2 kcal per mole. For the frontier orbital gap, the calculation gives 0.351 Ha. The total energy comes out at -441.10749 Ha. As for the HOMO energy: -8.8647 eV. For the molecular weight, the calculation gives 118.1 g mol⁻¹. The multiplicity is 1. The LUMO energy is 0.6869 eV.

Löwdin atomic charge list, values in e, 5 entries: N -0.081; C -0.283; C -0.244; F -0.009; C -0.051

---

8.
# C4H7FN2S

C4H7FN2S in the gas phase in a non-equilibrium geometry (ωB97M-V with the def2-TZVPD basis set, OMol25).

Geometry as XYZ:
```
15
Properties=species:S:1:pos:R:3
H 0.7355 1.5937 -0.8541
N -0.2004 1.8041 -0.9148
C -1.0100 0.9798 -0.1234
N -2.4424 1.1737 0.4094
C -0.6683 -0.5191 0.0969
S -1.6750 -1.6332 -0.6632
C 0.7564 -0.8218 0.8254
C 1.8380 -0.9151 -0.2935
F 2.3545 0.5278 -0.4417
H -2.9417 0.2804 0.0112
H -2.7787 2.0548 0.2411
H 1.0007 0.0145 1.4661
H 0.7857 -1.8773 1.1619
H 2.6237 -1.3334 0.3895
H 1.6220 -1.3288 -1.3108
```

For the energy relative to the best compared isomer or geometry (same formula, charge and spin), the calculation gives 82.5 kcal per mole. For the frontier orbital gap, the calculation gives 0.300 Ha. The total energy comes out at -764.05375 Ha. As for the HOMO energy: -9.0992 eV. For the molecular weight, the calculation gives 134.2 g mol⁻¹. The multiplicity is 1. The LUMO energy is -0.9381 eV.

Löwdin atomic charge list, values in e, 5 entries: H -0.046; N 0.133; C -0.363; N 0.063; C -0.623